A cluster of 2 separate species, C4H14N3 in total in a non-equilibrium geometry, computed with ωB97M-V/def2-TZVPD.

Calculated values
molecular weight = 104.18 u
energy relative to the best compared isomer or geometry (same formula, charge and spin) = 82.18 kcal per mole
LUMO energy = -3.495 eV
HOMO energy = -13.94 eV
frontier orbital gap = 10.45 eV
net charge = +1
energy = -8836.459 eV

Positions of all 21 atoms, in Å:
C -1.16585 1.79284 0.33369
C -0.87466 -2.00695 0.29626
C 2.39281 0.76790 -0.97128
C -0.56472 0.43928 0.18845
N -2.74222 -0.40572 0.22228
N -1.35142 -0.58985 0.25633
N 2.20270 -0.31353 0.02004
H -1.92893 1.89819 -0.33331
H -0.47504 2.55341 0.21482
H -1.65357 1.87450 1.30727
H -1.19206 -2.43272 -0.60517
H 0.19408 -2.07330 0.40462
H -1.61221 -2.43199 1.06402
H 1.46308 1.28688 -1.30630
H 2.96670 1.77494 -0.68434
H 2.76972 0.26804 -1.83124
H 0.47962 0.17389 0.02132
H -3.18987 0.43510 0.68496
H -3.24730 -1.24729 0.18731
H 2.66375 -0.01371 0.90887
H 2.93480 -0.90862 -0.26174

Here are the natural (NBO) charges for atoms 1 to 4, given in e: -0.6857 -0.4143 -0.4453 0.1941


The ion C4H14N3 with charge +1 in a non-equilibrium geometry, computed with ωB97M-V/def2-TZVPD.

Calculated values
molecular weight = 104.18 u
SMILES string = CCC[N+](C)(N)N
energy relative to the best compared isomer or geometry (same formula, charge and spin) = 99.13 kcal per mole
LUMO energy = -2.826 eV
HOMO energy = -14.74 eV
frontier orbital gap = 11.91 eV
net charge = +1
energy = -8835.724 eV

Positions of all 21 atoms, in Å:
C 2.79005 -0.01106 0.28399
C -2.14903 1.02833 -0.06642
C 1.36380 -0.48439 -0.28707
C 0.41610 0.62980 -0.10324
N -1.17339 -0.87212 -1.12081
N -0.96239 -0.42559 1.27355
N -0.93769 0.04719 -0.06653
H 3.35393 0.56438 -0.44535
H 2.47011 0.51307 1.26244
H 3.38514 -0.90202 0.57728
H -2.98972 0.38432 0.08342
H -1.81935 1.63044 0.86912
H -2.04436 1.63942 -1.00234
H 1.06450 -1.47888 0.23836
H 1.35442 -0.82602 -1.30720
H 0.48751 1.17171 0.85506
H 0.45221 1.46994 -0.87240
H -0.44174 -1.37690 -1.58040
H -2.05186 -0.83941 -1.54829
H -0.60247 -1.34515 1.33631
H -1.96575 -0.51707 1.62052

Here are the natural (NBO) charges for atoms 1 to 4, given in e: -0.5961 -0.3929 -0.4435 -0.2252


A cluster of 2 separate species, C4H14N3 in total in a non-equilibrium geometry, computed with ωB97M-V/def2-TZVPD.

Calculated values
molecular weight = 104.18 u
energy relative to the best compared isomer or geometry (same formula, charge and spin) = 57.28 kcal per mole
LUMO energy = -3.212 eV
HOMO energy = -14.44 eV
frontier orbital gap = 11.23 eV
net charge = +1
energy = -8837.539 eV

Positions of all 21 atoms, in Å:
C 0.35641 2.08660 0.86226
C 1.88217 0.26280 -0.09795
N 0.83959 0.69294 0.66776
N 2.75859 1.24624 -0.69573
N 2.22113 -0.99644 -0.39466
H 0.28437 -0.04828 1.10121
H 2.82451 2.15574 -0.52011
H 3.42567 0.82511 -1.26590
H 1.66027 -1.78641 -0.68372
H 3.12363 -1.08778 -1.08825
H 0.18826 2.43619 1.94784
H -0.72095 2.12504 0.68620
H 1.04873 2.85149 0.48440
C -2.49016 -2.05428 0.25802
C -2.43314 -0.71549 -0.44045
H -3.58346 -2.20746 0.42182
H -2.22108 -2.75872 -0.47387
H -1.89797 -2.25868 1.02359
H -2.58334 -0.70040 -1.48846
H -3.23659 -0.00128 -0.06311
H -1.44664 -0.06693 -0.24089

Here are the natural (NBO) charges for atoms 1 to 4, given in e: -0.4493 0.6914 -0.5430 -0.7589


Q: Which formula does entry 1 have?
A: C4H14N3